Below is a molecular structure, C34H42FeNO4 in a non-equilibrium geometry, with properties calculated with ωB97M-V with the def2-TZVPD basis set.

Structure (ORCA input):
```
! wB97M-V def2-TZVPD RIJCOSX def2/J DEFGRID3
* xyz 0 6
C -1.457 -2.101 -3.176
C -1.524 1.512 1.779
H -1.657 -1.494 -5.277
H -0.831 2.055 -2.461
C 5.866 1.905 0.841
H -5.835 -1.015 -6.779
C 2.166 -2.232 5.724
C 1.319 2.130 -1.771
C -0.333 -0.452 2.102
H 6.660 2.005 0.099
H -0.200 -0.856 -4.498
H 0.927 0.927 5.385
C -0.105 2.343 -1.710
C 3.429 -2.044 5.163
O -4.622 -1.026 -4.138
H -2.376 0.037 -1.732
H -6.916 -1.588 -2.657
H -0.077 1.300 3.491
H -1.413 -1.609 0.499
H -2.825 0.679 0.136
C -2.836 -0.380 -2.647
H -6.637 0.729 -3.538
C 1.921 2.900 -0.731
H 5.894 -1.230 4.687
H -1.310 0.868 -3.514
H 4.876 0.255 -0.195
C 1.601 0.069 5.320
C -0.367 3.219 -0.590
C -1.249 -1.116 -4.340
O -2.748 -1.826 -2.574
C 2.803 0.213 4.598
H 4.663 3.346 3.703
H 2.990 2.997 -0.560
H 3.834 -4.130 5.326
H 6.526 3.576 2.051
H -5.875 1.017 -5.137
H 5.527 0.487 4.443
H -1.337 3.654 -0.352
H -0.662 -1.873 -2.448
H 0.340 -1.195 2.529
C 4.360 -3.216 5.032
N 2.957 1.354 3.821
C -2.034 0.124 -3.855
C 3.879 0.793 1.613
H -7.813 -2.177 -4.075
H -3.583 -1.000 -5.968
C 4.763 2.663 2.858
C 5.195 -0.532 4.216
C 3.859 1.599 2.761
H 5.267 -0.686 3.130
H 5.256 -3.125 5.660
H -3.889 -0.103 -2.668
H -1.964 2.492 1.963
H -1.402 -3.170 -3.411
C -5.672 -1.677 -5.925
C 4.890 0.921 0.668
H 0.333 -1.284 6.402
Fe 0.178 1.132 0.200
C 0.902 3.592 -0.023
H 4.694 -3.331 3.992
O 1.788 0.252 0.624
H -7.553 0.401 -5.042
H -6.289 -2.980 -3.593
H 1.894 -3.233 6.059
C -6.020 -1.057 -4.544
C -6.808 -2.013 -3.662
H -6.066 -2.685 -6.080
H 1.057 4.338 0.753
C -0.528 0.877 2.593
O 2.794 -1.282 1.934
C -1.247 -0.670 1.023
C -6.560 0.365 -4.573
C -4.252 -1.646 -5.392
C 1.279 -1.162 5.875
C 2.739 -0.171 1.398
C -1.978 0.550 0.806
H -3.808 -2.627 -5.201
C 5.786 2.785 1.927
H 2.453 2.174 4.144
H 1.842 1.557 -2.535
C 3.802 -0.784 4.681
H -2.650 0.587 -4.631
*
```

HOMO level (spin up / spin down), eV: -7.27 / -7.28
HOMO-LUMO gap (spin up / spin down), hartree: 0.2902 / 0.2354
Electronic energy, eV: -80003.0000

=====

Below is a molecular structure, C34H42N4O2PSW in a non-equilibrium geometry, with properties calculated with ωB97M-V with the def2-TZVPD basis set.

Structure (ORCA input):
```
! wB97M-V def2-TZVPD RIJCOSX def2/J DEFGRID3
* xyz 3 1
N 0.143 -1.111 3.547
C 0.136 -0.277 -5.757
H -6.256 -2.115 -2.291
C 2.302 -0.533 -2.487
H 1.214 4.102 -0.727
C 4.471 1.455 1.336
H -1.426 -2.662 5.891
H -2.243 -2.757 -4.444
H -1.505 -6.783 -3.232
C -5.514 -1.377 -2.016
H 0.012 -2.022 -4.541
C -2.305 -3.780 3.497
C 0.104 -1.345 5.012
H -0.417 -0.525 5.506
H 0.245 -0.161 3.222
C -0.184 1.065 -5.894
C 3.248 -1.520 -1.825
C -1.878 -3.453 -3.701
N -1.335 -2.729 3.780
S -1.278 -1.769 1.277
H 3.945 -1.806 -2.614
N 1.500 0.366 -1.574
C -0.253 -0.977 -4.624
C 0.672 1.730 1.639
C -1.015 -5.278 -1.785
H -0.689 -5.992 -1.040
H 1.736 -3.057 -1.937
H 1.586 -1.079 -3.091
H 4.740 1.623 2.379
C -2.678 1.507 -0.785
O -2.790 2.674 -0.688
H 3.884 -1.035 -1.073
C -0.981 -0.345 -3.611
H 0.985 0.989 -2.207
H 1.580 -1.426 1.599
C -0.903 1.707 -4.894
H 0.682 -0.788 -6.538
C 0.392 2.743 0.709
H -0.102 1.462 2.352
C 2.734 2.867 0.152
H -1.177 2.748 -5.003
H -1.902 1.534 -3.040
H -3.180 -3.635 4.128
C -4.163 -1.710 -2.092
O -1.468 0.900 -0.298
C -1.302 1.008 -3.765
C -3.597 0.474 -1.283
C -1.915 -4.811 -3.968
H 1.332 -3.436 0.364
H -0.613 3.131 0.621
C -0.680 -2.657 5.100
H 4.631 0.391 1.133
H -0.034 -3.529 5.219
W -0.076 -0.224 -0.176
C -1.393 -2.995 -2.469
C -0.822 -1.855 2.954
H -0.644 -3.581 -0.542
H 2.251 0.619 2.610
C 2.001 1.323 1.821
H -1.859 -4.749 3.722
H 3.534 3.344 -0.403
C 3.048 1.873 1.082
H -3.893 -2.698 -2.437
H -2.601 -3.746 2.453
C -0.978 -3.920 -1.510
P -1.431 -1.239 -2.083
H 2.155 0.987 -1.087
H 1.108 -1.428 5.417
H -2.292 -5.159 -4.920
H 2.854 0.126 -3.158
N 1.741 -1.386 0.592
H 2.563 -0.793 0.488
H 2.990 -3.060 0.810
C 1.423 3.295 -0.037
H -5.226 1.801 -0.901
C -4.944 0.813 -1.243
H 5.168 2.017 0.718
C 2.163 -2.762 0.164
C -3.179 -0.796 -1.740
H 0.112 1.607 -6.782
C -1.477 -5.723 -3.015
C -5.908 -0.115 -1.611
H 3.291 -3.626 -1.395
C 2.586 -2.800 -1.297
H -6.956 0.148 -1.570
*
```

HOMO level (spin up / spin down), eV: -16.91 / -16.87
HOMO-LUMO gap (spin up / spin down), hartree: 0.2657 / 0.2659
Electronic energy, eV: -67922.4257

=====

Short version: ΔE to the lowest compared entry with this formula, charge and spin = 41.6, 0.0 kJ/mol, in the order given.